37
Properties=species:S:1:pos:R:3:mulliken_charge:R:1 method="wB97M-V/def2-TZVPD" relative_energy_kcal_mol=80.82 energy_ha=-747.1288 gap_ha=0.16137 lumo_ev=-1.44
C 0.9110 3.8449 -3.0356 -0.6857
C 2.0112 2.7939 -3.2085 -0.5307
C 2.7859 2.5258 -1.9175 -0.7708
N 1.8939 2.3152 -0.7673 0.1809
C 1.8831 1.1735 -0.1051 0.2828
C 1.0538 0.9108 1.0031 -0.3978
C 0.7942 -0.3677 1.4489 -0.2062
C -0.1380 -0.6919 2.4907 0.8273
C -0.5744 -2.0329 2.6672 -0.4301
C -1.5069 -2.3648 3.6425 -0.5303
C -2.0429 -1.3681 4.4759 -0.3635
C -1.6285 -0.0368 4.3189 -0.6994
C -0.6907 0.3018 3.3468 -0.2717
C 0.9206 3.3857 -0.5383 -0.5189
C 0.0631 3.6187 -1.7836 -0.6160
H 1.3736 4.8386 -2.9850 0.3139
H 0.2624 3.8364 -3.9180 0.3296
H 1.5705 1.8538 -3.5643 0.3016
H 2.7238 3.1180 -3.9754 0.3401
H 3.4220 1.6396 -2.0156 0.3684
H 3.4154 3.3983 -1.6934 0.3369
H 2.5864 0.3940 -0.4335 0.2848
H 0.6512 1.7644 1.5574 0.1168
H 1.2909 -1.1927 0.9324 0.2843
H -0.1637 -2.8007 2.0066 0.3213
H -1.8409 -3.3980 3.7479 0.3577
H -2.7898 -1.6240 5.2275 0.3648
H -2.0574 0.7447 4.9463 0.3572
H -0.3589 1.3356 3.2461 0.3287
H 0.2785 3.1569 0.3146 0.2639
H 1.4815 4.3025 -0.3082 0.2690
H -0.5970 4.4764 -1.6069 0.3317
H -0.5890 2.7466 -1.9353 0.3009
N 3.1427 0.9552 2.9220 -0.6008
C 4.2740 0.3612 3.0734 0.3003
N 5.2778 -0.2814 3.1819 -0.6435
H 3.1943 1.9513 3.1268 0.1022